1.
Entry from the Open Molecules 2025 dataset: one molecule with the formula C5H9ClO2S in a non-equilibrium geometry (ωB97M-V with the def2-TZVPD basis set).

Element x y z (Å)
C  -0.21110  -0.06340  1.30399
C  1.27874  0.47206  1.23278
C  -1.08135  -0.13958  0.11452
C  -1.25227  1.12120  -0.63079
C  -1.38566  -1.39848  -0.50987
O  2.01598  0.97332  -1.31446
O  1.72809  -1.31306  -0.54650
S  2.09126  0.05836  -0.23191
Cl  4.10926  0.10376  0.24884
H  -0.07015  -1.03417  1.79291
H  -0.77293  0.55578  1.94266
H  1.20461  1.62398  1.20887
H  -2.12532  1.65880  -0.30884
H  -1.31070  0.92604  -1.68130
H  -0.33643  1.66190  -0.53525
H  -2.15198  -1.48861  -1.38008
H  -1.40004  -2.19264  0.18238
H  -0.33000  -1.52525  -0.88794

The calculation puts the energy above the lowest of the compared OMol25 structures with the same formula, charge and spin at 373.3 kJ/mol. The molar mass comes out at 168.65 g mol⁻¹. The gap between HOMO and LUMO (alpha / beta) is 6.245 / 6.245 eV. The calculation puts the LUMO energy (alpha / beta) at -1.760 / -1.760 eV. For the HOMO energy (alpha / beta), the calculation gives -8.00 / -8.00 eV.

***

2.
Entry from the Open Molecules 2025 dataset: one molecule with the formula C6H6ClN in a non-equilibrium geometry (ωB97M-V with the def2-TZVPD basis set).

Element x y z (Å)
C  -1.42058  -0.69467  -1.86907
C  0.68039  0.16682  -0.96065
C  -0.54723  -0.36337  -0.82209
C  1.27501  0.57548  0.31870
C  0.44573  -0.16305  1.29461
C  -0.99508  -0.16038  0.60907
N  -1.95817  -1.00093  -2.82649
Cl  -1.80495  1.48398  0.78138
H  1.34809  0.20040  -1.83055
H  2.39941  0.32850  0.32323
H  1.18517  1.57197  0.22177
H  0.74272  -1.23537  1.39890
H  0.44831  0.15561  2.37593
H  -1.79882  -0.86500  0.98525

As for the SMILES: N#CC1=CCC[C@H]1Cl. The calculation puts the energy above the lowest of the compared OMol25 structures with the same formula, charge and spin at 153.1 kJ/mol. The molar mass comes out at 127.57 g mol⁻¹. The gap between HOMO and LUMO is 10.283 eV. The calculation puts the LUMO energy at 0.256 eV. For the HOMO energy, the calculation gives -10.03 eV.

***

3.
Entry from the Open Molecules 2025 dataset: one molecule with the formula C4H6S2 in a non-equilibrium geometry (ωB97M-V with the def2-TZVPD basis set).

Element x y z (Å)
C  -1.99465  -0.89324  -0.04601
C  -1.19200  0.37528  0.00120
C  0.11068  0.61756  0.03891
C  2.77419  0.29603  -0.08426
H  -2.67922  -0.92897  -0.85649
H  -2.57195  -0.94104  0.86477
H  -1.38386  -1.83521  -0.00346
H  -1.74526  1.30216  0.00142
H  0.43787  1.65960  0.19905
H  2.68575  1.37071  -0.15778
S  1.32171  -0.61671  0.03309
S  4.23674  -0.40618  0.00956

As for the SMILES: C/C=C\SC=S. The calculation puts the energy above the lowest of the compared OMol25 structures with the same formula, charge and spin at 83.5 kJ/mol. The molar mass comes out at 118.23 g mol⁻¹. The gap between HOMO and LUMO is 8.331 eV. The calculation puts the LUMO energy at -0.221 eV. For the HOMO energy, the calculation gives -8.55 eV.

***

4.
Entry from the Open Molecules 2025 dataset: one molecule with the formula C12H14N2OS (ωB97M-V with the def2-TZVPD basis set).

Element x y z (Å)
C  -1.57042  -3.56548  3.61975
C  -0.42504  -3.21701  2.93188
C  -0.53417  -2.41732  1.80046
N  0.50160  -1.98876  1.01978
C  0.10357  -1.26729  0.03875
N  0.90830  -0.79390  -0.93192
H  1.89100  -0.81190  -0.69222
C  0.51593  0.27875  -1.80941
H  1.12311  0.20928  -2.71615
H  -0.53692  0.15212  -2.07176
C  0.72597  1.66045  -1.16235
C  0.24483  2.80792  -2.06855
H  -0.69410  3.23095  -1.72074
H  0.10617  2.44150  -3.08678
C  1.40185  3.80592  -2.01498
H  1.50187  4.39226  -2.92481
C  2.58925  2.87483  -1.78185
H  3.44001  3.35505  -1.29734
O  2.10888  1.87360  -0.90845
H  2.92228  2.42802  -2.73060
H  1.28622  4.47846  -1.16508
H  0.21813  1.66885  -0.18926
S  -1.66525  -0.99900  -0.04685
C  -1.81257  -1.98392  1.38662
C  -2.95623  -2.33457  2.07575
C  -2.82261  -3.13111  3.19936
H  -3.70351  -3.41703  3.75415
H  -3.92472  -1.99421  1.74325
H  0.54997  -3.54994  3.24941
H  -1.49342  -4.18648  4.49993

As for the SMILES: c1ccc2sc(NC[C@@H]3CCCO3)nc2c1. The calculation puts the energy above the lowest of the compared OMol25 structures with the same formula, charge and spin at 50.6 kJ/mol. The molar mass comes out at 234.32 g mol⁻¹. The gap between HOMO and LUMO is 8.573 eV. The calculation puts the LUMO energy at 0.688 eV. For the HOMO energy, the calculation gives -7.88 eV.

***

5.
Entry from the Open Molecules 2025 dataset: C8H13N2Pb as an isolated structure in a non-equilibrium geometry (ωB97M-V with the def2-TZVPD basis set).

Element x y z (Å)
C  -1.00849  1.48201  -5.00825
Pb  -0.27304  0.22787  -2.45912
N  0.96734  -1.55088  -3.52210
H  -1.09341  1.56857  -1.55535
H  -0.27553  1.72926  -4.21553
H  -1.56273  2.41724  -5.14109
H  -1.71453  0.66649  -4.81505
H  -0.42664  1.20662  -5.89799
H  0.66365  -2.44161  -3.10906
H  1.97976  -1.40452  -3.42245
H  0.67189  -1.47453  -4.50347
N  0.18507  -0.27197  -0.25206
C  0.16176  -0.20782  0.92386
C  0.17289  -0.19327  2.31443
C  0.00646  -1.41310  3.00441
C  -0.00525  -1.38225  4.39326
C  0.14630  -0.16559  5.07188
C  0.31164  1.03705  4.37245
C  0.32815  1.03929  2.98384
H  -0.11387  -2.34683  2.44089
H  -0.13520  -2.31605  4.93581
H  0.13446  -0.15300  6.16270
H  0.42824  1.98420  4.89414
H  0.45107  1.96282  2.40386

The calculation puts the energy above the lowest of the compared OMol25 structures with the same formula, charge and spin at 2.0 kJ/mol. The molar mass comes out at 344.41 g mol⁻¹. The gap between HOMO and LUMO (alpha / beta) is 4.042 / 5.147 eV. The calculation puts the LUMO energy (alpha / beta) at 3.151 / 3.214 eV. The total charge is -1. For the HOMO energy (alpha / beta), the calculation gives -0.89 / -1.93 eV.

***

6.
Entry from the Open Molecules 2025 dataset: a 4-piece molecular cluster, C4H16N8O4 overall in a non-equilibrium geometry (ωB97M-V with the def2-TZVPD basis set).

Element x y z (Å)
C  -1.36778  -0.83573  0.20679
O  -2.25763  -0.39407  -0.52168
N  -1.42356  -2.04883  0.83733
N  -0.12876  -0.29058  0.30688
H  -0.69546  -2.23456  1.50007
H  -2.24910  -2.61408  0.77226
H  0.64515  -0.74058  0.77866
H  0.11673  0.57941  -0.14186
C  -4.52076  -1.92306  -2.78725
O  -5.19839  -2.13574  -3.80176
N  -3.18846  -1.75323  -2.84859
N  -5.08253  -1.89718  -1.55480
H  -2.78576  -1.84471  -3.76349
H  -2.66615  -1.24195  -2.14599
H  -4.51821  -1.66666  -0.75650
H  -6.05414  -2.14522  -1.55995
C  2.75688  2.26620  -0.93185
O  1.59786  2.04584  -0.51547
N  3.74374  1.40048  -0.63289
N  3.20018  3.44363  -1.40150
H  4.57970  1.41021  -1.18870
H  3.48439  0.60640  -0.06143
H  2.49082  4.12224  -1.63144
H  4.10908  3.78340  -1.15526
C  2.10301  0.17428  2.51074
O  2.34881  -0.67545  1.65557
N  1.83310  -0.12306  3.81824
N  2.06334  1.52046  2.28783
H  1.45456  0.46842  4.52911
H  2.05352  -1.07900  4.05143
H  1.49543  2.11488  2.86171
H  2.06042  1.70781  1.28379

As for the SMILES: NC(N)=O.NC(N)=O.NC(N)=O.NC(N)=O. The calculation puts the energy above the lowest of the compared OMol25 structures with the same formula, charge and spin at 31.6 kJ/mol. The molar mass comes out at 240.22 g mol⁻¹. The gap between HOMO and LUMO is 9.043 eV. The calculation puts the LUMO energy at 0.324 eV. For the HOMO energy, the calculation gives -8.72 eV.

***

7.
Entry from the Open Molecules 2025 dataset: C7H20ClO5Sr as an isolated structure in a non-equilibrium geometry (ωB97M-V with the def2-TZVPD basis set).

Element x y z (Å)
Sr  0.82042  -0.37812  -17.85161
Cl  -1.14992  -2.45923  -18.26591
C  -1.51121  -5.41980  -20.61171
C  -0.18966  -5.97863  -20.02104
C  1.01941  -5.67930  -20.88375
O  0.08930  -5.47979  -18.67436
H  -2.34170  -5.44169  -19.90608
H  -1.69831  -6.02913  -21.49591
H  -1.40419  -4.38741  -20.94459
H  -0.23676  -7.06723  -20.04963
H  0.75682  -5.75246  -21.93912
H  1.83024  -6.38178  -20.69089
H  1.26528  -4.64492  -20.64355
H  -0.42226  -4.67042  -18.60490
C  -1.47259  -4.37811  -14.45438
C  -2.62522  -4.62714  -15.55122
O  -3.13587  -3.36134  -15.96422
O  -1.98438  -4.40852  -13.16507
H  -0.84159  -3.50100  -14.59797
H  -0.75106  -5.19276  -14.51637
H  -3.50156  -5.16179  -15.18476
H  -2.26493  -5.19128  -16.41147
H  -2.58205  -3.14287  -16.71731
H  -2.69554  -3.79640  -12.96219
C  -6.20205  -2.31294  -19.89220
C  -4.66693  -2.55024  -19.64335
O  -3.88778  -1.57740  -20.26682
O  -6.46457  -2.24451  -21.26903
H  -6.70783  -1.50284  -19.36682
H  -6.65091  -3.25815  -19.58691
H  -4.31129  -3.45028  -20.14490
H  -4.31578  -2.63607  -18.61504
H  -2.96106  -1.73655  -20.07324
H  -5.61958  -1.99202  -21.64830

The molar mass comes out at 307.30 g mol⁻¹. Its multiplicity is 2. The gap between HOMO and LUMO (alpha / beta) is 4.813 / 2.379 eV. As for the expectation value of S²: 0.76. The calculation puts the LUMO energy (alpha / beta) at -9.213 / -11.644 eV. The total charge is +2. For the HOMO energy (alpha / beta), the calculation gives -14.03 / -14.02 eV.

***

8.
Entry from the Open Molecules 2025 dataset: a 5-piece molecular cluster, C24H45N5 overall in a non-equilibrium geometry (ωB97M-V with the def2-TZVPD basis set).

Element x y z (Å)
N  -0.24405  -0.09998  -0.61383
C  -1.30208  -0.79561  -0.09134
C  -1.41861  -1.95711  -0.82204
C  -0.57670  -1.86007  -1.94708
C  0.15943  -0.71134  -1.77626
H  0.02436  0.84957  -0.37382
H  -1.94145  -0.33119  0.64058
H  -2.15413  -2.72049  -0.61188
H  -0.45732  -2.59023  -2.72924
H  1.00865  -0.36852  -2.34541
N  -3.16184  -5.61677  -2.66396
C  -3.74995  -6.15035  -1.55575
C  -2.73163  -6.76268  -0.82845
C  -1.52375  -6.54426  -1.53164
C  -1.82130  -5.84409  -2.66967
H  -3.69640  -5.04246  -3.29066
H  -4.77205  -6.01712  -1.25210
H  -2.81095  -7.25088  0.12842
H  -0.54018  -6.88584  -1.25364
H  -1.22595  -5.23378  -3.32979
N  -0.67934  0.79342  -4.90585
C  -1.94278  1.22598  -5.11480
C  -2.31265  0.86419  -6.39237
C  -1.23171  0.08134  -6.89497
C  -0.23411  0.00301  -5.95101
H  -0.23601  0.82180  -4.00171
H  -2.59812  1.61234  -4.35078
H  -3.29002  1.05903  -6.79651
H  -1.18111  -0.41468  -7.85468
H  0.76727  -0.37821  -5.88344
C  4.26149  -1.56324  5.07972
C  2.79566  -1.22014  5.34563
N  2.41437  0.04431  4.73475
C  0.99772  0.02246  4.33836
C  0.79691  -0.74345  3.02510
C  2.70687  1.15384  5.62907
C  2.89432  2.47780  4.87548
H  4.49217  -1.43790  4.02237
H  4.43806  -2.63513  5.23269
H  4.93886  -1.04102  5.75441
H  2.23195  -2.03425  4.88328
H  2.61183  -1.24413  6.43062
H  0.42093  -0.40787  5.16853
H  0.64206  1.04375  4.19155
H  1.46827  -1.59824  2.97505
H  -0.23110  -1.09998  2.96485
H  0.99683  -0.06129  2.20602
H  3.57516  0.99372  6.27893
H  1.95093  1.16953  6.43969
H  3.45474  3.17319  5.49967
H  1.91020  2.87134  4.61801
H  3.44951  2.34439  3.94926
C  -2.81627  2.47979  -1.04923
C  -1.66446  3.17646  -0.29957
N  -0.30955  2.88818  -0.69393
C  -0.06536  3.28167  -2.07736
C  1.23557  2.82509  -2.74873
C  0.70887  3.44654  0.19715
C  0.66172  2.78182  1.57711
H  -2.87387  2.93491  -2.04839
H  -3.74224  2.74632  -0.54692
H  -2.72363  1.41617  -1.26681
H  -1.95782  4.23544  -0.24678
H  -1.80027  2.82506  0.73012
H  -0.86697  2.80659  -2.64729
H  -0.10575  4.37100  -2.21950
H  1.47486  1.77643  -2.57410
H  1.08579  3.00041  -3.81620
H  2.10709  3.44090  -2.51896
H  0.80263  4.54286  0.17769
H  1.68321  3.19696  -0.24332
H  0.39622  1.73561  1.46821
H  -0.16099  3.23306  2.13814
H  1.58793  2.91600  2.12932

As for the SMILES: c1cc[nH]c1.c1cc[nH]c1.c1cc[nH]c1.CCN(CC)CC.CCN(CC)CC. The calculation puts the energy above the lowest of the compared OMol25 structures with the same formula, charge and spin at 0.0 kJ/mol. The molar mass comes out at 403.66 g mol⁻¹. The gap between HOMO and LUMO is 8.934 eV. The calculation puts the LUMO energy at 0.775 eV. For the HOMO energy, the calculation gives -8.16 eV.